(1)
{
  "formula": "C39H38N6O2S2V",
  "method": "ωB97M-V with the def2-TZVPD basis set",
  "multiplicity": 3,
  "total_energy_ha": -3728.181637,
  "total_charge": 1,
  "lumo_energy_ev": [-2.97, -2.90],
  "homo_lumo_gap_ev": [7.4444, 7.8490],
  "symbols": ["V", "C", "C", "C", "C", "C", "C", "N", "C", "C", "C", "C", "C", "C", "H", "H", "H", "H", "H", "H", "H", "H", "H", "H", "C", "C", "C", "N", "C", "S", "N", "C", "O", "C", "C", "C", "C", "C", "C", "H", "H", "H", "H", "H", "H", "H", "H", "H", "H", "H", "H", "H", "H", "O", "S", "C", "C", "C", "C", "C", "C", "C", "C", "C", "C", "C", "C", "C", "C", "H", "H", "H", "H", "H", "H", "H", "H", "H", "H", "H", "H", "H", "H", "N", "C", "N", "C", "N"],
  "xyz": [[-0.87143, 0.14369, -0.12486], [-0.46094, 4.07033, -3.80952], [-1.60106, 4.29355, -3.05156], [-2.07540, 3.31018, -2.20721], [-1.40337, 2.08432, -2.08554], [-0.25170, 1.86938, -2.85311], [0.20731, 2.85934, -3.70537], [-1.85176, 1.13964, -1.17807], [-3.23171, 1.00991, -1.01883], [-3.84070, 1.29275, 0.20671], [-5.20799, 1.12372, 0.35200], [-5.98013, 0.69866, -0.71831], [-5.38180, 0.42888, -1.94046], [-4.01738, 0.58251, -2.09503], [-0.11626, 4.82771, -4.49418], [-2.13450, 5.23011, -3.12770], [-2.96876, 3.48650, -1.62266], [0.25338, 0.90863, -2.80349], [1.08190, 2.67830, -4.31197], [-3.23276, 1.69690, 1.01339], [-5.68229, 1.35700, 1.29445], [-7.04691, 0.59227, -0.61039], [-5.98194, 0.11968, -2.78272], [-3.54320, 0.36906, -3.04494], [3.93507, 5.00233, 0.13263], [2.46029, 4.63450, 0.04663], [2.15648, 3.45852, -0.88735], [2.68169, 2.19254, -0.42389], [2.03160, 1.35939, 0.38083], [0.50211, 1.73653, 1.01972], [2.56893, 0.16405, 0.75686], [3.78822, -0.48817, 0.49994], [3.82204, -1.68199, 0.65856], [4.97553, 0.30767, 0.13733], [5.32242, 1.45722, 0.85195], [6.51717, 2.10046, 0.57894], [7.35621, 1.61704, -0.41526], [7.01905, 0.46830, -1.11642], [5.84511, -0.20143, -0.82681], [4.05020, 5.88762, 0.75239], [4.34211, 5.22376, -0.85064], [4.52129, 4.20425, 0.57837], [1.90171, 5.49398, -0.32603], [2.07894, 4.39558, 1.03942], [2.57938, 3.64602, -1.87600], [1.07012, 3.35716, -0.98304], [3.62789, 1.94908, -0.69400], [1.89505, -0.47913, 1.17452], [4.68100, 1.80924, 1.64852], [6.80280, 2.97497, 1.14445], [8.28875, 2.11873, -0.62366], [7.68010, 0.08332, -1.87760], [5.58774, -1.12212, -1.32996], [-1.41046, -1.14368, 1.17874], [-1.63200, -1.04559, 2.67176], [-3.47116, -1.04233, 2.86951], [-4.17891, -2.14904, 2.15962], [-4.94840, -3.04986, 2.89076], [-5.62933, -4.06959, 2.25029], [-5.54503, -4.20453, 0.87469], [-4.78328, -3.30867, 0.14156], [-4.10359, -2.28217, 0.77512], [-1.25502, -2.76299, 3.27222], [-0.30192, -3.44348, 2.34498], [1.05509, -3.13364, 2.36078], [1.93690, -3.82508, 1.54783], [1.46851, -4.81698, 0.70021], [0.11541, -5.10871, 0.66012], [-0.76911, -4.42108, 1.47391], [-3.76898, -0.06567, 2.48942], [-3.65056, -1.07493, 3.94351], [-5.03689, -2.93616, 3.96225], [-6.22197, -4.76223, 2.82625], [-6.06617, -5.00926, 0.37854], [-4.72166, -3.40734, -0.93138], [-3.51536, -1.58631, 0.18677], [-2.18789, -3.31991, 3.34205], [-0.82074, -2.61448, 4.26157], [1.42498, -2.37622, 3.04184], [2.98826, -3.59403, 1.57031], [2.16286, -5.36774, 0.08393], [-0.25065, -5.88479, 0.00589], [-1.82400, -4.65953, 1.45557], [3.51378, -3.90837, -2.67643], [2.87678, -3.03812, -2.27871], [2.26983, -1.97873, -1.87348], [1.21624, -1.54308, -1.42339], [0.31487, -0.90814, -0.98765]],
  "mulliken_spin": [1.8260, -0.0056, 0.0023, -0.0075, 0.0260, -0.0037, 0.0048, 0.0359, -0.0269, 0.0206, 0.0140, 0.0013, 0.0021, -0.0078, 0.0000, -0.0001, -0.0006, -0.0022, -0.0001, -0.0133, 0.0001, 0.0003, 0.0000, -0.0006, 0.0003, 0.0012, 0.0040, -0.0004, 0.0238, -0.0069, 0.0044, 0.0012, 0.0000, 0.0001, 0.0002, 0.0001, 0.0001, 0.0002, 0.0007, 0.0000, 0.0000, -0.0002, -0.0005, 0.0007, -0.0011, -0.0023, 0.0013, -0.0115, 0.0000, 0.0000, 0.0000, 0.0000, 0.0002, -0.0398, 0.0096, 0.0020, 0.0028, 0.0010, 0.0000, 0.0000, 0.0026, 0.0076, -0.0032, 0.0032, -0.0013, 0.0007, 0.0000, -0.0005, -0.0004, -0.0002, -0.0009, 0.0001, 0.0000, 0.0000, 0.0000, 0.0067, -0.0004, -0.0010, 0.0008, 0.0000, 0.0002, 0.0000, 0.0005, 0.0193, -0.0033, 0.0390, 0.0939, -0.0192]
}

(2)
{
  "formula": "C3H8OS",
  "method": "ωB97M-V with the def2-TZVPD basis set",
  "multiplicity": 1,
  "total_energy_ha": -592.470243,
  "total_charge": 0,
  "smiles": "C=CO.CS",
  "lumo_energy_ev": 0.72,
  "homo_lumo_gap_ev": 9.7175,
  "symbols": ["C", "C", "O", "H", "H", "H", "H", "C", "S", "H", "H", "H", "H"],
  "xyz": [[-1.29708, 3.31140, 1.62789], [-0.34224, 3.68909, 0.79123], [-0.57340, 3.76197, -0.54396], [-1.11006, 3.37446, 2.69997], [-2.37784, 3.30950, 1.53742], [0.65687, 3.82708, 1.19087], [0.20896, 3.92622, -1.06820], [-0.45582, -3.19298, -0.65767], [1.31825, -3.32846, -0.50003], [-0.87244, -4.11781, -1.04229], [-0.92924, -2.89509, 0.27387], [-0.68183, -2.41440, -1.38231], [1.49016, -4.67704, -0.59847]],
  "mulliken_charge": [-0.7688, 0.1621, -0.4914, 0.2209, 0.2747, 0.2623, 0.3405, -0.6857, -0.2020, 0.2700, 0.2648, 0.2427, 0.1099]
}

(3)
{
  "formula": "C10H15N2",
  "method": "ωB97M-V with the def2-TZVPD basis set",
  "multiplicity": 1,
  "total_energy_ha": -499.181961,
  "total_charge": 1,
  "smiles": "C/N=C1\\C=CC=C[C@@]12C[N+]2(C)C",
  "lumo_energy_ev": -4.33,
  "homo_lumo_gap_ev": 8.2076,
  "symbols": ["C", "N", "C", "C", "C", "C", "C", "C", "C", "N", "C", "C", "H", "H", "H", "H", "H", "H", "H", "H", "H", "H", "H", "H", "H", "H", "H"],
  "xyz": [[2.17458, -2.56512, -0.40163], [1.12389, -1.54891, -0.61186], [1.07539, -0.36339, -0.19091], [2.11684, 0.24133, 0.60811], [1.99314, 1.59606, 0.83100], [1.05036, 2.40245, 0.14033], [0.11257, 1.80378, -0.53373], [-0.11841, 0.41485, -0.65846], [-1.21678, -0.07830, -1.44030], [-1.55487, 0.05255, -0.06779], [-2.56333, 1.06215, 0.35912], [-1.59216, -1.18265, 0.72237], [2.22401, -3.26106, -1.17983], [3.11103, -2.07653, -0.28982], [1.87775, -3.15201, 0.52366], [2.79288, -0.24937, 1.29260], [2.65099, 2.09172, 1.42150], [1.16448, 3.50384, 0.15724], [-0.64400, 2.33357, -1.18938], [-1.66897, 0.74453, -2.02664], [-1.13496, -1.05290, -1.97581], [-2.20403, 1.45371, 1.34990], [-2.68306, 1.89630, -0.26735], [-3.38763, 0.46335, 0.53043], [-2.63026, -1.55658, 0.83737], [-1.04208, -2.05092, 0.36384], [-1.02738, -0.92243, 1.69604]],
  "mulliken_charge": [-0.9401, -0.2995, 0.4624, -0.8574, -0.6060, -0.6709, -0.4489, 1.2147, -0.8322, 0.2693, -0.8490, -0.9051, 0.3309, 0.3639, 0.3033, 0.4298, 0.5124, 0.4081, 0.3748, 0.3148, 0.3157, 0.3481, 0.3886, 0.3299, 0.3583, 0.3225, 0.3615]
}

(4)
{
  "formula": "C2H4F2",
  "method": "ωB97M-V with the def2-TZVPD basis set",
  "multiplicity": 1,
  "total_energy_ha": -278.285902,
  "total_charge": 0,
  "smiles": "FCCF",
  "lumo_energy_ev": 1.15,
  "homo_lumo_gap_ev": 12.5753,
  "symbols": ["F", "C", "C", "F", "H", "H", "H", "H"],
  "xyz": [[-0.25212, 0.23618, 1.75856], [0.39284, 0.39416, 0.51839], [-0.42589, -0.39798, -0.60810], [0.26848, -0.22515, -1.70621], [0.27287, 1.49981, 0.36051], [1.43766, 0.18451, 0.48122], [-0.22342, -1.42897, -0.32698], [-1.43609, -0.33165, -0.44758]],
  "mulliken_charge": [-0.2895, -0.2418, -0.3131, -0.2578, 0.2126, 0.2934, 0.2022, 0.3940]
}

(5)
{
  "formula": "H4P2S",
  "method": "ωB97M-V with the def2-TZVPD basis set",
  "multiplicity": 1,
  "total_energy_ha": -1083.203041,
  "total_charge": 0,
  "lumo_energy_ev": -0.51,
  "homo_lumo_gap_ev": 8.7777,
  "symbols": ["P", "P", "S", "H", "H", "H", "H"],
  "xyz": [[1.05641, 0.77566, -0.10424], [0.62037, 1.24589, -2.08561], [2.68759, 0.23766, -1.54408], [1.20296, 2.16825, 0.23463], [0.83648, 4.37246, -0.58651], [0.53103, 3.58859, -0.64291], [-0.44171, 0.19194, -1.94441]],
  "mulliken_charge": [0.0755, 0.0075, -0.1909, 0.0385, 0.2785, -0.3001, 0.0911]
}

(6)
{
  "formula": "C2H6N2S2",
  "method": "ωB97M-V with the def2-TZVPD basis set",
  "multiplicity": 1,
  "total_energy_ha": -985.649296,
  "total_charge": 0,
  "smiles": "C/C(=N/S)NS",
  "lumo_energy_ev": 0.64,
  "homo_lumo_gap_ev": 9.2118,
  "symbols": ["C", "C", "N", "S", "N", "S", "H", "H", "H", "H", "H", "H"],
  "xyz": [[0.40494, 1.72231, -0.30278], [-0.24837, 0.39388, -0.08294], [-1.44856, 0.22938, -0.44681], [-2.32300, -1.18968, -0.15683], [0.54174, -0.60640, 0.55138], [1.14118, -1.87858, -0.44076], [1.25195, 1.63592, -0.98146], [-0.30107, 2.42714, -0.71027], [0.80195, 2.13714, 0.63725], [-1.53487, -1.76921, 0.75135], [1.30702, -0.20582, 1.08422], [0.40708, -2.89608, 0.09765]],
  "mulliken_charge": [-1.0571, 0.7601, -0.4461, -0.1063, -0.4757, -0.0985, 0.2740, 0.3313, 0.3086, 0.0871, 0.3023, 0.1203]
}

Values for maximum force, eV/Å, ordered as above
2.7 2.1 5.3 7.1 3.4 0.6
Values for energy relative to the best compared isomer or geometry (same formula, charge and spin), kJ/mol, ordered as above
107.9 125.5 447.5 129.5 124.0 89.8